No. 1
# C13H26AlBClO10P3S

C13H26AlBClO10P3S as an isolated structure at a distorted geometry (the ωB97M-V functional and the def2-TZVPD basis, the OMol25 dataset).

Computed properties:
* spin multiplicity: 1
* LUMO energy: -11.0 eV
* energy: -92860.69139 eV
* frontier orbital gap: 4.1064 eV
* total charge: +2
* F_max: 1.17 eV Å⁻¹

Each line ends with the natural charge from an NBO analysis.
Geometry (Å):
C -3.18 -3.06 3.18  -0.75
C -2.24 -3.35 2.05  0.80
O -1.32 -4.09 2.04  -0.48
O -2.55 -2.64 0.85  -0.53
C -2.62 -1.28 0.83  0.79
O -3.58 -0.67 0.52  -0.47
C -1.26 -0.69 1.20  -0.63
B -0.85 0.60 0.17  1.06
O -1.59 0.72 -0.99  -0.61
C -1.61 -0.25 -2.03  -0.06
C -0.32 -0.25 -2.91  -0.22
C -0.75 0.08 -4.34  -0.60
C 0.45 -1.59 -2.86  -0.41
C 1.71 -1.63 -1.98  -0.21
C 1.47 -2.39 -0.66  -0.62
C 2.86 -2.28 -2.74  -0.60
O 0.61 0.73 0.11  -0.68
C 0.82 2.09 0.25  -0.24
P 2.61 2.45 0.26  0.83
S 3.43 2.09 -1.52  -0.57
C -0.17 2.48 1.41  -0.25
P -0.61 4.46 1.31  1.32
O -0.55 5.03 2.79  -0.95
Cl -2.51 4.49 0.88  -0.08
P 0.38 2.05 3.15  2.35
O 0.84 0.66 3.19  -1.01
O -0.90 2.46 3.97  -0.96
O 1.53 3.12 3.43  -0.99
O -1.25 1.78 1.11  -0.46
H -3.40 -4.00 3.69  0.28
H -4.11 -2.59 2.85  0.25
H -2.68 -2.41 3.90  0.25
H -0.42 -1.39 1.12  0.30
H -1.31 -0.39 2.25  0.27
H -2.47 0.00 -2.64  0.22
H -1.78 -1.26 -1.63  0.19
H 0.33 0.56 -2.56  0.19
H -1.54 -0.59 -4.68  0.22
H -1.10 1.11 -4.43  0.21
H 0.09 -0.05 -5.03  0.22
H 0.73 -1.83 -3.89  0.22
H -0.23 -2.39 -2.55  0.21
H 2.00 -0.60 -1.75  0.18
H 1.84 -1.85 0.22  0.20
H 0.41 -2.61 -0.50  0.20
H 1.96 -3.37 -0.68  0.23
H 2.64 -3.33 -2.94  0.22
H 3.81 -2.21 -2.19  0.20
H 3.01 -1.80 -3.72  0.21
H 0.45 2.65 -0.63  0.24
H 3.25 1.75 1.30  0.01
H 2.74 3.79 0.61  0.02
H 0.15 5.67 2.96  0.55
H -0.95 2.03 4.84  0.55
H 2.36 2.66 3.64  0.54
Al 5.38 1.34 -0.24  0.87

***

No. 2
# C13H26AsFN4O2RuS4Si

C13H26AsFN4O2RuS4Si as an isolated structure at a distorted geometry (the ωB97M-V functional and the def2-TZVPD basis, the OMol25 dataset).

Computed properties:
* spin multiplicity: 6
* LUMO energy (spin up / spin down): 2.3 / 2.0 eV
* energy: -141317.23322 eV
* expectation value of S²: 8.7683
* frontier orbital gap (spin up / spin down): 5.1025 / 6.2952 eV
* total charge: -1
* F_max: 3.60 eV Å⁻¹

Each line ends with the Löwdin spin population.
Geometry (Å):
Ru 1.38 0.58 0.91  3.49
C -2.05 0.53 2.62  0.00
Si -2.14 -0.06 0.73  0.03
C -3.38 -1.47 0.61  0.01
C -2.80 1.34 -0.30  0.00
N -0.37 -0.48 0.70  0.19
C -0.22 -1.84 0.45  0.03
C 0.34 -2.57 1.53  0.03
C 0.73 -3.92 1.40  0.00
C 0.47 -4.60 0.20  0.02
C -0.18 -3.94 -0.87  0.00
C -0.48 -2.58 -0.80  0.02
F -1.00 -1.93 -1.91  0.00
H -2.91 0.27 3.26  0.00
H -1.90 1.63 2.77  0.00
H -1.17 0.01 3.03  0.00
H -4.23 -1.41 1.29  0.00
H -2.90 -2.41 0.99  0.00
H -3.66 -1.68 -0.40  0.00
H -3.55 1.93 0.33  0.00
H -3.38 0.92 -1.16  0.00
H -2.06 2.03 -0.75  0.00
H 0.35 -2.08 2.52  0.00
H 1.13 -4.44 2.24  0.00
H 0.74 -5.62 0.00  0.00
H -0.48 -4.51 -1.76  0.00
N 1.10 1.62 2.70  0.14
C 0.75 3.02 2.41  0.01
C -0.01 3.21 1.10  0.02
N 0.70 2.47 0.03  0.12
H 0.50 1.18 3.45  0.01
H 2.04 1.64 3.14  0.01
H 1.71 3.56 2.47  0.00
H 0.10 3.38 3.22  0.00
H 0.01 4.29 0.85  0.00
H -1.06 2.88 1.24  0.00
H 1.56 2.91 -0.27  0.01
H 0.20 2.28 -0.82  0.01
S 4.51 2.67 2.49  0.03
As 4.62 0.97 1.11  0.05
S 3.04 -0.56 2.05  0.43
S 3.18 1.06 -0.61  0.27
S 6.53 0.31 0.46  0.05
N 0.71 -0.83 -5.19  0.00
C 1.07 0.06 -4.11  0.00
C -0.18 0.58 -3.40  0.00
O -0.10 1.27 -2.39  0.00
O -1.40 0.21 -3.88  0.00
H 0.75 -0.30 -6.06  0.00
H -1.16 -0.48 -4.50  0.00
H 1.31 -1.64 -5.31  0.00
H 1.56 0.95 -4.43  0.00
H 1.71 -0.39 -3.36  0.00

***

No. 3
# C13H26F4LiN5O5

C13H26F4LiN5O5 as an isolated structure at a distorted geometry (the ωB97M-V functional and the def2-TZVPD basis, the OMol25 dataset).

Computed properties:
* spin multiplicity: 1
* LUMO energy: -3.0 eV
* energy: -42652.23709 eV
* frontier orbital gap: 1.7106 eV
* F_max: 2.02 eV Å⁻¹

Each line ends with the natural charge from an NBO analysis.
Geometry (Å):
C 2.13 2.77 -3.46  -0.26
O 0.99 3.01 -4.29  -0.53
C -0.16 3.27 -3.53  -0.07
C -0.72 1.99 -2.89  -0.36
C -0.88 0.87 -3.97  -0.42
C -1.52 -0.40 -3.37  -0.39
C -0.62 -1.08 -2.33  -0.46
C 0.87 -1.13 -2.62  -0.26
N 1.27 -2.07 -3.68  -0.09
C 0.62 -2.56 -4.73  0.21
N 1.42 -3.37 -5.45  -0.20
N 2.58 -3.35 -4.84  0.07
N 2.49 -2.59 -3.81  -0.10
H 2.32 3.59 -2.76  0.20
H 2.00 1.84 -2.89  0.16
H 2.98 2.65 -4.14  0.20
H 0.08 3.99 -2.73  0.19
H -0.90 3.77 -4.17  0.18
H -0.04 1.59 -2.12  0.26
H -1.70 2.17 -2.41  0.02
H -1.60 1.26 -4.71  0.21
H 0.05 0.71 -4.51  0.22
H -2.41 -0.07 -2.82  0.17
H -1.90 -1.04 -4.17  0.20
H -0.71 -0.48 -1.43  0.30
H -1.02 -2.06 -2.05  0.24
H 1.35 -1.49 -1.70  0.28
H 1.30 -0.14 -2.79  0.26
H -0.41 -2.36 -4.97  0.26
H 3.27 -2.42 -3.18  0.46
C 1.30 0.58 1.89  -0.53
N 0.97 0.09 0.57  0.56
O 1.49 0.61 -0.43  -0.52
O 0.16 -0.82 0.48  -0.41
H 2.01 1.40 1.80  0.22
H 0.34 0.96 2.32  0.38
H 1.71 -0.24 2.48  0.26
C -0.86 -1.07 7.94  -0.65
C -0.94 -2.22 6.95  -0.06
O -1.74 -1.97 5.82  -0.59
C -1.18 -1.18 4.72  0.33
O -0.01 -1.61 4.32  -0.87
C -1.18 0.36 5.01  0.91
F -2.28 0.74 5.73  -0.37
F -1.23 1.02 3.86  -0.31
F -0.11 0.81 5.69  -0.35
H -1.83 -0.59 8.06  0.21
H -0.51 -1.43 8.91  0.18
H -0.15 -0.31 7.61  0.22
H -1.43 -3.06 7.46  0.15
H 0.05 -2.58 6.67  0.18
H -2.02 -1.26 3.98  0.08
Li -3.29 2.36 -1.96  0.92
F -0.39 2.56 2.63  -0.91

***

No. 4
# C13H26F6O5P2

A 3-piece molecular cluster, C13H26F6O5P2 overall at a distorted geometry (the ωB97M-V functional and the def2-TZVPD basis, the OMol25 dataset).

Computed properties:
* spin multiplicity: 1
* LUMO energy: 0.5 eV
* energy: -59018.22437 eV
* frontier orbital gap: 8.1361 eV
* structure (SMILES): CCOC(=O)C(F)(F)F.CCOC(=O)C(F)(F)F.CCCC[PH3]P(C)O
* F_max: 3.30 eV Å⁻¹

Each line ends with the natural charge from an NBO analysis.
Geometry (Å):
C -1.34 -4.37 0.42  -0.65
C -0.64 -4.11 1.88  -0.43
C 0.90 -3.56 1.83  -0.42
C 1.22 -2.44 0.68  -0.79
P 0.02 -0.96 0.62  0.57
P -1.59 0.56 0.57  0.62
C -1.36 1.55 2.20  -0.98
O -1.42 1.61 -0.83  -0.99
H -2.51 -4.51 0.63  0.22
H -1.26 -3.49 -0.34  0.21
H -0.99 -5.37 -0.12  0.22
H -0.60 -5.16 2.44  0.22
H -1.28 -3.33 2.50  0.21
H 1.12 -3.04 2.88  0.20
H 1.66 -4.49 1.80  0.22
H 1.35 -3.01 -0.36  0.23
H 2.31 -2.01 0.92  0.22
H -0.51 -1.46 -0.63  -0.04
H 1.06 0.03 0.54  -0.02
H -0.46 -1.33 1.93  -0.05
H -2.24 1.27 2.92  0.25
H -1.39 2.70 1.96  0.25
H -0.36 1.18 2.70  0.22
H -2.15 1.37 -1.48  0.50
C 6.12 0.42 -2.41  -0.64
C 6.95 -0.85 -2.31  -0.08
O 6.50 -1.65 -1.20  -0.48
C 5.42 -2.46 -1.44  0.68
O 4.84 -2.53 -2.52  -0.53
C 5.09 -3.29 -0.20  0.90
F 5.13 -2.56 0.95  -0.31
F 5.97 -4.32 -0.02  -0.31
F 3.85 -3.85 -0.25  -0.30
H 6.13 0.97 -1.46  0.22
H 6.50 1.07 -3.20  0.22
H 5.07 0.19 -2.63  0.22
H 7.99 -0.59 -2.11  0.20
H 6.92 -1.42 -3.24  0.20
C -3.05 4.48 -0.12  -0.64
C -4.22 3.85 0.61  -0.08
O -5.41 4.62 0.41  -0.48
C -6.11 4.38 -0.74  0.69
O -5.76 3.56 -1.59  -0.53
C -7.37 5.23 -0.80  0.90
F -7.16 6.52 -0.41  -0.31
F -8.35 4.75 0.02  -0.31
F -7.92 5.30 -2.05  -0.30
H -2.93 5.52 0.18  0.21
H -2.12 3.94 0.09  0.23
H -3.22 4.48 -1.20  0.22
H -4.02 3.84 1.69  0.20
H -4.37 2.81 0.31  0.20

***

No. 5
# C13H26FNO7

A 3-piece molecular cluster, C13H26FNO7 overall (the ωB97M-V functional and the def2-TZVPD basis, the OMol25 dataset).

Computed properties:
* spin multiplicity: 1
* LUMO energy: 0.3 eV
* energy: -32441.69370 eV
* frontier orbital gap: 10.2920 eV
* structure (SMILES): CCOC[C@@H](OC=O)C(=O)NC(=O)F.CC(C)O.CC(C)O
* F_max: 0.89 eV Å⁻¹

Each line ends with the natural charge from an NBO analysis.
Geometry (Å):
C 1.84 -2.33 0.39  -0.64
C 1.48 -2.29 -1.10  -0.06
O 0.11 -2.64 -1.32  -0.54
C -0.74 -1.61 -1.75  -0.07
C -1.46 -1.01 -0.54  -0.02
O -1.97 0.29 -0.89  -0.53
C -2.02 1.12 0.19  0.66
O -2.94 1.18 0.95  -0.52
C -2.63 -1.91 -0.13  0.67
O -3.64 -1.96 -0.78  -0.50
N -2.43 -2.71 1.02  -0.70
C -2.55 -4.11 0.88  0.98
O -1.68 -4.89 0.71  -0.51
F -3.83 -4.48 0.96  -0.30
H 1.34 -3.16 0.88  0.22
H 2.92 -2.51 0.46  0.23
H 1.63 -1.38 0.88  0.19
H 1.70 -1.30 -1.50  0.18
H 2.08 -3.03 -1.63  0.19
H -1.48 -2.05 -2.42  0.21
H -0.22 -0.82 -2.29  0.19
H -0.74 -0.92 0.28  0.18
H -1.11 1.74 0.29  0.12
H -1.58 -2.48 1.52  0.40
C 6.60 -2.08 0.04  -0.63
C 6.00 -1.37 -1.17  0.09
C 6.97 -0.36 -1.76  -0.63
O 4.76 -0.75 -0.82  -0.73
H 6.83 -1.36 0.83  0.20
H 5.89 -2.81 0.45  0.22
H 7.52 -2.60 -0.22  0.21
H 5.74 -2.11 -1.92  0.17
H 7.20 0.41 -1.02  0.20
H 6.52 0.13 -2.63  0.22
H 7.90 -0.83 -2.07  0.21
H 4.95 -0.08 -0.15  0.46
C -4.06 5.46 0.58  -0.63
C -5.38 4.81 0.97  0.10
C -5.46 4.57 2.47  -0.63
O -5.58 3.60 0.26  -0.72
H -3.22 4.80 0.85  0.19
H -4.02 5.62 -0.50  0.22
H -3.91 6.41 1.09  0.21
H -6.20 5.46 0.66  0.17
H -4.67 3.89 2.79  0.20
H -6.42 4.12 2.73  0.22
H -5.35 5.51 3.03  0.21
H -4.86 2.99 0.50  0.46

***

No. 6
# C13H26HgNO4P2

C13H26HgNO4P2 as an isolated structure at a distorted geometry (the ωB97M-V functional and the def2-TZVPD basis, the OMol25 dataset).

Computed properties:
* spin multiplicity: 1
* LUMO energy: -3.6 eV
* energy: -46329.40203 eV
* frontier orbital gap: 6.9640 eV
* total charge: +1
* F_max: 2.31 eV Å⁻¹

Each line ends with the natural charge from an NBO analysis.
Geometry (Å):
Hg 0.71 -0.33 -0.06  1.10
P -1.33 -0.79 1.35  0.87
C -2.73 -0.70 0.20  -0.87
C -2.67 0.58 -0.59  0.26
N -1.46 0.93 -1.04  -0.57
C -1.27 2.03 -1.76  0.23
C -2.33 2.90 -2.04  -0.25
C -3.61 2.57 -1.58  -0.13
C -3.79 1.39 -0.86  -0.25
C 0.15 2.30 -2.25  -0.77
P 1.11 0.75 -2.30  0.86
H -4.76 1.06 -0.47  0.23
H -2.13 3.80 -2.61  0.23
H -4.46 3.22 -1.78  0.24
H 0.13 2.76 -3.24  0.26
H 0.68 2.97 -1.55  0.28
H -2.65 -1.61 -0.58  0.36
H -3.68 -0.78 0.75  0.24
H -1.38 -2.80 -1.77  0.51
O -2.39 -2.48 -1.74  -0.97
H -2.97 -3.26 -1.68  0.49
H 0.39 -2.03 -1.27  0.42
O 0.10 -2.77 -1.90  -0.93
H 0.73 -3.49 -1.74  0.50
C 0.43 -0.10 -3.77  -0.96
H 0.64 0.50 -4.67  0.24
H 0.89 -1.10 -3.87  0.26
H -0.66 -0.22 -3.67  0.26
C 2.82 1.19 -2.68  -0.96
H 3.41 0.27 -2.75  0.26
H 2.89 1.74 -3.63  0.25
H 3.22 1.80 -1.85  0.29
C -1.48 0.60 2.51  -0.97
H -2.39 0.51 3.12  0.25
H -0.60 0.60 3.16  0.27
H -1.51 1.55 1.97  0.26
C -1.58 -2.30 2.32  -0.96
H -0.66 -2.47 2.91  0.26
H -2.44 -2.19 3.01  0.25
H -1.73 -3.16 1.66  0.26
C 3.29 1.02 3.13  -0.29
O 2.23 0.42 2.33  -0.55
C 2.08 0.92 1.11  0.30
O 2.65 1.92 0.70  -0.66
H 3.32 0.44 4.06  0.20
H 3.02 2.06 3.33  0.20
H 4.24 0.94 2.60  0.20

***

No. 7
# C13H26N2O3

One molecule with the formula C13H26N2O3 at a distorted geometry (the ωB97M-V functional and the def2-TZVPD basis, the OMol25 dataset).

Computed properties:
* spin multiplicity: 1
* LUMO energy: 0.0 eV
* energy: -23019.33866 eV
* frontier orbital gap: 9.1689 eV
* structure (SMILES): CCCCCC/C=C\[N+]([O-])=N\[C@@H](COC)[C@H](C)O
* F_max: 6.55 eV Å⁻¹

Each line ends with the natural charge from an NBO analysis.
Geometry (Å):
O -0.64 -0.37 -0.45  -0.43
N -1.01 1.44 -1.55  -0.31
O -3.78 1.23 -2.51  -0.54
O 0.26 1.98 -4.01  -0.74
C -0.27 1.54 0.65  -0.08
C 0.40 1.05 1.68  -0.12
N -0.63 0.81 -0.47  0.31
C -4.87 1.94 -2.98  -0.24
C 4.31 -1.20 5.82  -0.62
C 0.81 -0.40 2.02  -0.44
C 4.65 -0.08 4.92  -0.40
C 2.09 -0.30 2.88  -0.39
C 3.42 0.87 4.64  -0.39
C 2.05 0.30 4.30  -0.40
C -2.64 1.53 -3.35  -0.06
C 0.92 -0.25 -3.30  -0.63
C -1.51 0.70 -2.75  -0.15
C -0.27 0.68 -3.73  0.12
H 0.35 2.49 -3.16  0.48
H -0.67 2.62 0.76  0.24
H 0.27 1.60 2.58  0.21
H -5.26 2.57 -2.25  0.18
H -4.68 2.46 -3.90  0.17
H -5.60 1.23 -3.34  0.17
H 5.15 -1.81 6.10  0.22
H 3.47 -1.80 5.45  0.20
H 3.99 -0.86 6.84  0.21
H 1.13 -1.04 1.19  0.24
H 0.06 -0.95 2.61  0.23
H 5.40 0.56 5.38  0.21
H 5.19 -0.38 3.92  0.20
H 2.38 -1.29 3.16  0.20
H 2.89 0.31 2.45  0.20
H 3.74 1.44 3.79  0.20
H 3.34 1.65 5.48  0.20
H 1.27 1.10 4.40  0.19
H 1.72 -0.46 4.88  0.20
H -2.35 2.58 -3.45  0.19
H -2.82 1.17 -4.37  0.17
H 0.53 -1.19 -3.39  0.21
H 1.40 0.04 -2.39  0.21
H 1.75 -0.27 -3.96  0.22
H -1.97 -0.31 -2.58  0.23
H -0.69 0.37 -4.72  0.17

***

No. 8
# C13H26N2O3OsPS2SeSi

C13H26N2O3OsPS2SeSi as an isolated structure at a distorted geometry (the ωB97M-V functional and the def2-TZVPD basis, the OMol25 dataset).

Computed properties:
* spin multiplicity: 2
* LUMO energy (spin up / spin down): -0.3 / -1.0 eV
* energy: -129677.90105 eV
* expectation value of S²: 0.7652
* frontier orbital gap (spin up / spin down): 7.3199 / 6.4789 eV
* F_max: 1.70 eV Å⁻¹

Each line ends with the Löwdin spin population.
Geometry (Å):
Os 0.25 -0.05 0.41  0.66
C 4.30 4.72 -1.35  0.00
C 2.88 4.25 -1.55  0.00
O 2.82 2.81 -1.39  0.00
P 2.13 2.14 -0.14  0.01
S 2.56 0.19 -0.13  0.00
S 0.13 2.31 -0.11  0.07
O 2.77 2.96 1.06  0.00
C 2.26 2.86 2.42  0.00
C 2.93 1.74 3.18  0.00
H 4.36 5.80 -1.52  0.00
H 4.97 4.23 -2.06  0.00
H 4.64 4.51 -0.34  0.00
H 2.52 4.45 -2.56  0.00
H 2.20 4.72 -0.84  0.00
H 1.18 2.73 2.38  0.00
H 2.47 3.84 2.86  0.00
H 2.65 0.77 2.78  0.00
H 2.62 1.78 4.22  0.00
H 4.02 1.85 3.14  0.00
C -4.77 0.62 2.33  0.00
N -3.96 0.28 1.17  0.00
C -4.55 -0.26 -0.06  0.00
C -2.64 0.38 1.24  0.00
O -1.92 0.06 0.28  0.00
H -5.82 0.59 2.04  0.00
H -4.55 1.63 2.68  0.00
H -4.62 -0.09 3.14  0.00
H -5.63 -0.28 0.06  0.00
H -4.18 -1.27 -0.24  0.00
H -4.28 0.36 -0.91  0.00
H -2.23 0.74 2.18  0.00
Se -0.06 -2.17 -0.88  0.02
C -0.09 -3.39 0.50  0.02
N -0.12 -4.16 1.36  0.02
C -0.28 1.33 6.10  0.01
Si -0.21 -0.39 5.35  0.02
C 1.29 -1.30 5.98  0.00
C -1.77 -1.32 5.81  0.00
C -0.12 -0.24 3.53  0.14
C 0.03 -0.21 2.31  0.02
H -0.29 1.26 7.19  0.00
H -1.17 1.87 5.78  0.00
H 0.59 1.92 5.81  0.00
H 1.22 -1.50 7.05  0.00
H 2.20 -0.72 5.80  0.00
H 1.41 -2.26 5.46  0.00
H -1.80 -1.52 6.88  0.00
H -1.83 -2.28 5.28  0.00
H -2.66 -0.75 5.55  0.00

***

No. 9
# C13H26N2O4

A 2-piece molecular cluster, C13H26N2O4 overall at a distorted geometry (the ωB97M-V functional and the def2-TZVPD basis, the OMol25 dataset).

Computed properties:
* spin multiplicity: 1
* LUMO energy: 0.7 eV
* energy: -25062.13088 eV
* frontier orbital gap: 9.6840 eV
* F_max: 13.52 eV Å⁻¹

Each line ends with the natural charge from an NBO analysis.
Geometry (Å):
C 6.12 0.32 -0.26  -0.59
C 6.15 -1.12 0.16  -0.40
C 4.77 -1.66 0.00  -0.40
H 4.37 -1.80 -1.05  0.21
H 4.71 -2.97 0.21  0.19
C 3.46 -1.15 0.90  -0.22
N 2.79 -0.11 0.30  -0.63
C 1.60 -0.05 -0.46  0.89
O 0.80 -0.95 -0.21  -0.72
O 1.37 0.98 -1.09  -0.52
C -0.03 1.31 -1.63  -0.04
H 0.02 2.00 -2.50  0.23
H -0.19 -0.01 -2.26  0.22
C -1.07 1.55 -0.61  -0.15
N -1.69 0.25 -0.22  -0.68
C -3.06 -0.05 -0.13  0.89
O -3.76 0.56 -0.72  -0.60
O -3.29 -1.29 0.34  -0.48
C -4.49 -1.63 0.17  0.10
C -5.56 -0.82 1.19  -0.67
H -5.69 0.10 0.51  0.22
H -6.62 -1.25 1.30  0.21
H -5.13 -0.62 2.13  0.20
C -5.17 -1.88 -1.01  -0.64
H -6.07 -2.26 -1.41  0.26
H -4.32 -2.50 -1.77  0.17
H -5.21 -1.14 -1.67  0.22
H -4.45 -2.56 0.68  0.18
H -1.13 -0.50 0.33  0.43
C -0.55 2.35 0.53  -0.37
C -1.72 3.05 1.25  -0.57
H -2.33 2.10 1.62  0.18
H -2.38 3.56 0.70  0.21
H -1.38 3.45 2.07  0.20
H 0.07 1.77 1.11  0.22
H 0.02 3.41 0.04  0.18
H -1.87 1.97 -1.37  0.26
H 3.43 0.82 0.09  0.36
H 3.91 -0.63 1.80  0.18
H 2.60 -1.64 1.18  0.24
H 6.79 -1.80 -0.24  0.22
H 6.16 -1.07 1.45  0.18
H 5.57 0.35 -1.32  0.19
H 7.06 0.51 -0.34  0.20
H 5.41 1.06 0.23  0.21

***

> Look up the energy of the ninth one.

-25062.13088 eV